No. 1
This record from the OMol25 dataset describes C5H12FeO3 as an isolated structure. The level of theory is ωB97M-V/def2-TZVPD.

Structure (XYZ):
```
21
Properties=species:S:1:pos:R:3:forces:R:3:mulliken_spin:R:1
H -0.15754 2.71462 1.73123 -0.930 -0.370 0.818 0.850
C 6.85561 1.66905 1.60527 0.330 -0.718 0.563 -0.007
O 6.49208 2.91001 1.08729 -1.418 0.494 -0.345 0.161
C 5.82410 0.59799 1.26509 0.646 -0.537 -0.073 0.003
O 4.52468 1.14045 1.58482 -0.101 -0.092 0.112 0.043
C 3.43504 0.26294 1.32002 -0.394 -0.565 -0.091 0.013
C 2.15172 1.06405 1.36149 -0.244 -0.655 0.807 0.016
O 2.36832 2.24393 0.62459 1.264 1.066 -0.504 -0.034
C 1.24833 3.10580 0.59420 1.358 3.614 -3.946 0.076
Fe 4.60856 3.06845 1.10608 0.425 -0.177 -0.179 3.791
H 6.96443 1.70802 2.70734 -0.006 0.070 -0.327 0.005
H 7.82348 1.32029 1.20102 -0.286 0.252 0.072 0.004
H 5.97447 -0.31999 1.85022 0.000 0.220 -0.150 0.001
H 5.84066 0.35610 0.19017 -0.062 0.083 0.254 -0.003
H 3.40778 -0.51999 2.09066 0.014 0.129 -0.239 0.004
H 3.57327 -0.20580 0.33364 0.039 0.178 0.223 0.000
H 1.87678 1.32217 2.39986 0.088 -0.101 -0.287 -0.026
H 1.32986 0.47228 0.92428 0.255 0.207 0.119 -0.002
H 1.40803 4.04017 -0.26915 0.354 -2.412 1.875 0.079
H 0.45145 2.62693 0.00107 -0.293 0.121 1.295 0.009
H 1.27848 3.77527 1.46834 -1.039 -0.806 0.004 0.016
```
Forces are in eV/Å.

The calculation puts the total energy at -1686.6524 hartree. Its net charge is +1. For the HOMO-LUMO gap (spin up / spin down), the calculation gives 7.6 / 8.0 eV. The multiplicity is 6. Its relative energy (zero: lowest compared OMol25 entry of this formula, charge and spin) is 64.8 kcal/mol.

=====

No. 2
This record from the OMol25 dataset describes one molecule with the formula C23H25N3O3. The level of theory is ωB97M-V/def2-TZVPD.

Structure (XYZ):
```
54
Properties=species:S:1:pos:R:3:forces:R:3:nbo_charge:R:1
C 7.07519 -4.37462 0.57711 0.055 -0.233 0.032 -0.252
H 6.81650 -4.99612 -0.28615 -0.003 0.022 0.042 0.177
O 6.69194 -3.03480 0.38251 -0.157 0.308 -0.053 -0.489
C 5.37442 -2.75298 0.20161 -0.140 0.172 -0.022 0.316
C 5.06025 -1.40449 0.01656 0.242 -0.154 0.034 -0.260
C 3.75825 -1.00716 -0.18510 -0.103 -0.178 -0.005 -0.159
C 2.72271 -1.94333 -0.20305 0.443 -0.243 0.077 -0.137
C 3.04291 -3.28402 -0.00150 -0.111 0.288 -0.080 -0.083
C 4.34724 -3.69269 0.19357 0.360 -0.126 0.064 -0.330
H 4.55305 -4.74189 0.33690 0.046 -0.080 0.008 0.219
H 2.24273 -4.00734 -0.00640 -0.040 -0.068 0.006 0.225
C 1.32237 -1.56717 -0.41538 -0.569 0.023 0.022 0.224
N 0.40997 -2.39977 0.03372 0.529 -0.126 0.093 -0.423
C -0.89160 -2.12896 -0.15335 -0.419 0.441 -0.246 0.145
C -1.83636 -3.06578 0.31928 -0.245 -0.013 -0.019 -0.183
C -3.17316 -2.85515 0.13340 0.177 -0.175 0.112 -0.207
C -3.62342 -1.71042 -0.54201 -0.016 0.270 -0.137 -0.216
C -2.73462 -0.77803 -1.00387 -0.336 -0.071 -0.025 -0.209
C -1.35027 -0.94868 -0.80573 0.307 -0.250 0.187 -0.035
C -0.35130 -0.04352 -1.25346 0.485 -0.324 0.028 -0.070
C 0.96911 -0.36845 -1.08094 -0.399 0.113 -0.039 -0.212
H 1.72831 0.29259 -1.46784 0.051 0.060 -0.058 0.231
C -0.66827 1.25897 -1.92266 -0.231 0.115 0.139 0.652
O -0.14345 1.61136 -2.95994 0.225 -0.030 -0.209 -0.613
N -1.56609 2.01503 -1.25165 -0.077 0.130 0.156 -0.621
H -1.88769 1.74662 -0.33268 0.101 -0.094 -0.003 0.419
C -1.90654 3.36200 -1.63863 0.047 0.227 -0.068 -0.232
H -2.92490 3.38594 -2.04379 0.104 0.071 -0.042 0.185
H -1.21642 3.66843 -2.42818 -0.150 0.010 0.064 0.242
C -1.78754 4.28402 -0.42307 -0.031 -0.185 -0.172 -0.218
N -2.51804 3.72490 0.70437 0.039 0.126 0.028 -0.463
C -3.95502 3.92918 0.60830 -0.170 -0.196 0.261 -0.257
C -4.64091 3.19404 1.76015 -0.116 0.049 -0.352 -0.073
O -4.17749 3.64858 3.00863 -0.106 0.113 0.073 -0.520
C -2.78349 3.48232 3.10563 0.395 0.133 -0.016 -0.073
C -2.05201 4.22600 1.98727 -0.149 -0.199 0.291 -0.247
H -0.97877 4.04324 2.07336 -0.011 0.037 0.013 0.207
H -2.23835 5.30896 2.09135 0.042 -0.038 -0.006 0.171
H -2.49405 3.87411 4.08192 0.045 -0.060 -0.058 0.197
H -2.53062 2.41207 3.05111 0.013 0.090 0.024 0.166
H -5.71672 3.37582 1.74723 0.054 -0.059 -0.058 0.196
H -4.45081 2.11365 1.66227 -0.047 0.075 -0.018 0.165
H -4.31770 3.52818 -0.33869 -0.061 0.025 -0.020 0.204
H -4.20971 5.00257 0.65982 0.011 -0.055 -0.048 0.173
H -0.73489 4.34746 -0.13690 -0.027 0.027 -0.030 0.204
H -2.13440 5.29597 -0.68708 0.039 -0.025 0.039 0.180
H -3.08818 0.08598 -1.54681 -0.052 0.026 -0.002 0.220
H -4.68278 -1.57244 -0.70230 -0.067 0.034 -0.037 0.214
H -3.89411 -3.57474 0.49286 -0.026 -0.074 0.040 0.215
H -1.46335 -3.94727 0.81668 0.053 -0.080 0.056 0.224
H 3.54718 0.04421 -0.30654 -0.018 0.107 -0.027 0.211
H 5.86480 -0.68622 0.03732 0.086 0.087 0.008 0.224
H 8.15747 -4.35710 0.69570 -0.082 -0.053 -0.003 0.201
H 6.61969 -4.79627 1.47886 0.007 0.012 -0.045 0.177
```
Forces are in eV/Å.

The calculation puts the total energy at -1281.4433 hartree. Its net charge is 0. For the HOMO-LUMO gap, the calculation gives 8.1 eV. As for the SMILES: COc1ccc(-c2cc(C(=O)NCCN3CCOCC3)c3ccccc3n2)cc1. Its relative energy (zero: lowest compared OMol25 entry of this formula, charge and spin) is 60.5 kcal/mol.

=====

No. 3
This record from the OMol25 dataset describes one molecule with the formula C6H7N. The level of theory is ωB97M-V/def2-TZVPD.

Structure (XYZ):
```
14
Properties=species:S:1:pos:R:3:forces:R:3:mulliken_charge:R:1
C 2.00322 0.09909 -0.23701 0.006 -0.003 0.012 -1.261
C 0.55481 -0.08863 0.12850 0.232 -0.114 -0.154 0.721
C -0.51364 -0.32724 -0.88465 0.084 -0.208 -0.133 -0.473
C -1.65093 0.33590 0.34585 -0.143 0.009 0.127 -0.438
C -1.58717 -0.98092 -0.20029 -0.319 0.074 -0.300 -0.258
N 0.15264 -0.78769 1.29450 0.192 0.087 0.110 -0.744
C -0.42214 0.51257 1.16125 -0.078 0.222 0.218 0.042
H 2.15130 0.60755 -1.19677 -0.115 -0.008 0.172 0.356
H 2.42881 -0.90855 -0.31641 0.035 0.152 -0.034 0.275
H 2.56166 0.62958 0.53847 -0.161 -0.055 -0.082 0.301
H -0.49731 -0.07997 -1.94859 -0.038 -0.013 0.233 0.404
H -2.48311 1.02784 0.20970 0.258 -0.057 -0.092 0.403
H -2.42904 -1.39206 -0.75764 0.048 0.084 0.069 0.240
H -0.26830 1.34814 1.84691 0.000 -0.169 -0.147 0.433
```
Forces are in eV/Å.

The calculation puts the total energy at -287.3231 hartree. Its net charge is 0. For the HOMO-LUMO gap (spin up / spin down), the calculation gives 7.7 / 7.0 eV. Its relative energy (zero: lowest compared OMol25 entry of this formula, charge and spin) is 165.7 kcal/mol.

=====

Which of these has the lowest relative energy (zero: lowest compared OMol25 entry of this formula, charge and spin)? C23H25N3O3

=====

Which formula does entry 3 have? C6H7N